Record 1
Entry from the OMol25 dataset: a structure of composition C59H48BrCl8GeN3OP2SW at a distorted geometry (ωB97M-V with the def2-TZVPD basis set).

Geometry as XYZ:
```
125
C59H48BrCl8GeN3OP2SW, DFT ωB97M-V with the def2-TZVPD basis set
W 0.7757 0.4774 0.7166
Br 2.7219 -1.1840 -0.2044
Ge 1.4820 -1.1432 2.6745
Cl 4.7745 1.8398 -2.6749
Cl -0.7897 4.4648 5.8754
Cl -2.2175 1.7204 5.4898
Cl -1.3429 -0.1001 3.2072
Cl 1.6744 5.1879 4.1434
Cl 2.6926 3.2519 2.0729
Cl 3.9466 4.4436 -1.6930
Cl 5.1827 2.5081 0.0858
S -4.8222 -1.4263 -3.8665
P -0.1465 0.3868 -1.9403
P -1.6671 1.0913 0.2916
O 5.4319 -3.3202 -3.9928
N -1.7209 0.8590 -1.3819
N 1.9316 1.6998 -0.3632
N 2.3720 -0.7703 -2.9338
C -0.4218 -5.4680 1.9226
C -4.9134 0.3666 -3.5546
C -2.2090 2.7650 0.6369
C -2.9734 5.3866 1.1305
C -0.4846 3.7819 -4.2416
C -3.5523 0.9945 -3.2419
C 0.7030 -0.3793 6.8460
C 0.4442 1.7328 2.4539
C 3.7036 -1.7710 -4.6577
C -4.6791 -2.1407 1.5110
C -0.7518 2.6960 -3.4175
C -1.3761 -3.0732 -4.6950
C -2.3009 5.0713 -0.0438
C 4.4133 -0.6336 2.4110
C -4.1923 0.2131 1.3038
C -2.8498 3.0898 1.8375
C -0.7455 -0.7642 -4.4246
C 1.5061 0.7239 7.0895
C 4.1427 -2.2916 -2.3580
C 0.2619 1.8254 -3.0236
C -0.5870 1.4205 3.3844
C -3.4183 -2.4586 1.0101
C 2.2859 1.2485 6.0648
C 6.1133 -2.0413 3.3609
C 2.6876 -0.9466 -4.2295
C -3.2285 4.4002 2.0773
C 0.6712 -0.9598 5.5805
C 5.7516 -0.8799 2.6941
C 1.4479 -0.4421 4.5479
C -2.9261 -0.1021 0.8306
C 1.8263 3.1707 -4.3055
C -0.3054 3.4315 4.6336
C -3.0303 0.3900 -1.9439
C 3.8037 -2.7279 3.4317
C 2.7998 2.2003 -0.9059
C 0.3723 -3.3590 1.0900
C 0.7961 3.7606 3.8298
C 0.5980 -2.8949 2.3917
C -0.5986 -0.9710 -3.0552
C -5.0166 -1.4552 -5.6647
C -0.1268 -4.6322 0.8536
C 0.2929 -3.7459 3.4528
C 3.4340 -1.5603 2.7754
C -2.5526 -1.4383 0.6723
C 4.4486 -2.4798 -3.7101
C -0.9636 2.2103 4.4425
C 5.1433 -2.9714 3.7125
C 4.1111 2.7475 -1.3101
C -1.8979 3.7666 -0.2829
C -0.2121 -5.0189 3.2192
C 1.1785 2.9103 2.8077
C 1.5543 2.0839 -3.4860
C -0.8226 -2.2368 -2.5148
C -1.2235 -3.2817 -3.3306
C 0.8064 4.0314 -4.6829
C 3.1110 -1.4319 -2.0944
C -5.0622 -0.8150 1.6488
C -1.1309 -1.8204 -5.2393
C 2.2705 0.6549 4.8097
H 3.0544 -3.4518 3.7324
H 2.3501 1.3955 -3.2611
H 6.5102 -0.1595 2.4083
H -1.6840 -3.8894 -5.3369
H 5.5884 -3.4205 -4.9401
H -6.0448 -0.5750 2.0351
H 2.9270 2.1031 6.2504
H 2.0962 -0.3868 -4.9448
H 1.5496 1.1583 8.0804
H -3.0623 2.3274 2.5782
H -0.4307 -5.6712 4.0560
H -1.2950 4.4345 -4.5433
H -1.2350 -1.6606 -6.3054
H 5.4221 -3.8823 4.2269
H 1.0129 4.8844 -5.3181
H -0.6913 -2.4110 -1.4512
H -2.0907 5.8426 -0.7738
H -2.8749 0.8079 -4.0749
H -3.0055 -0.6935 -2.0545
H -3.3008 6.4034 1.3105
H 0.6090 -2.7365 0.2380
H -5.5971 0.5013 -2.7142
H 2.8369 3.3296 -4.6661
H 3.9179 -1.8591 -5.7168
H -4.2194 -0.8917 -6.1492
H -1.7615 2.5272 -3.0956
H 4.6975 -2.8066 -1.5837
H 0.0061 -1.7970 5.4126
H 0.4685 -3.4403 4.4753
H 4.1411 0.2921 1.9096
H -0.2689 -4.9792 -0.1647
H -4.9645 -2.4980 -5.9716
H -0.8023 -6.4661 1.7453
H -1.3423 3.5298 -1.1782
H -3.1139 -3.4923 0.8961
H -1.5584 -1.6655 0.3050
H -3.7820 0.6150 -1.1934
H 7.1478 -2.2072 3.6308
H -5.3636 -2.9316 1.7917
H -0.5715 0.2120 -4.8594
H -4.5160 1.2419 1.3953
H 2.9263 1.0431 4.0355
H -3.7320 4.6545 3.0029
H 0.0942 -0.7951 7.6392
H -1.4162 -4.2588 -2.9059
H -5.3561 0.8321 -4.4335
H -5.9879 -1.0525 -5.9426
H -3.6932 2.0754 -3.1334
```

electronic energy: -11996.05885 a.u.
HOMO-LUMO gap (spin up / spin down): 0.12455 / 0.15393 hartree
<S²>: 0.962
spin multiplicity: 2
HOMO energy (spin up / spin down): -14.083 / -14.082 eV
relative energy (zero: lowest compared OMol25 entry of this formula, charge and spin): 3.0645 eV
net charge: +3

Record 2
Entry from the OMol25 dataset: the molecule C5H11NO (ωB97M-V with the def2-TZVPD basis set).

Geometry as XYZ:
```
18
C5H11NO, DFT ωB97M-V with the def2-TZVPD basis set
O 0.7940 -0.6602 1.3853
N 1.4211 0.3602 -0.5443
C 0.5065 -0.2296 0.2792
C -1.6431 -1.5138 0.2496
C -0.9161 -0.2808 -0.2784
C 2.7950 0.5669 -0.1417
C -1.6520 1.0086 0.1145
H -1.1462 1.8987 -0.2773
H -2.6704 -1.5455 -0.1304
H 2.9886 1.6090 0.1414
H 3.4793 0.2861 -0.9492
H -1.1338 -2.4354 -0.0502
H 1.1062 0.7344 -1.4245
H -1.6695 -1.4888 1.3427
H 2.9773 -0.0694 0.7251
H -2.6767 0.9970 -0.2731
H -1.6999 1.0972 1.2060
H -0.8602 -0.3345 -1.3748
```

electronic energy: -327.12833 a.u.
HOMO-LUMO gap: 0.38529 hartree
HOMO energy: -9.592 eV
relative energy (zero: lowest compared OMol25 entry of this formula, charge and spin): 0.0820 eV
structure (SMILES): CNC(=O)C(C)C

Record 3
Entry from the OMol25 dataset: a structure of composition C20H58AsCl4F6O22P4 at a distorted geometry (ωB97M-V with the def2-TZVPD basis set).

Geometry as XYZ:
```
115
C20H58AsCl4F6O22P4, DFT ωB97M-V with the def2-TZVPD basis set
As -0.7826 -1.6489 1.1338
Cl 3.6647 -3.5283 0.1583
Cl 4.9866 -1.1842 1.3673
Cl -1.6352 -6.1440 -1.4248
Cl -3.1290 -4.7809 -3.6080
P 2.5366 4.0266 -1.6460
P -2.4921 2.9275 -2.1147
P 2.6365 2.1696 4.3478
P 1.5255 -2.3602 -4.0140
F 0.8163 -1.0042 1.4592
F -2.4334 -2.0979 0.7545
F -1.0198 -0.2606 0.0736
F -1.3259 -0.7807 2.5888
F -0.5243 -3.1247 2.0353
F -0.2139 -2.4791 -0.2907
O 2.4642 4.1029 -3.2512
O 0.3299 -5.2418 3.4718
O 2.1716 5.2846 -0.9854
O -5.2722 -2.7511 -0.8054
O 3.1643 0.7169 3.8659
O 2.0265 -2.3036 -2.4967
O -1.4210 3.8773 -1.8804
O -3.6073 3.4195 -3.1566
O 0.0972 -1.6602 -3.8830
O -3.3265 1.2023 3.6925
O 1.4749 2.4667 3.3237
O 1.5578 2.7909 -1.3451
O 3.9838 3.4596 -1.2878
O 3.7764 3.1614 3.9171
O 3.3027 -5.0618 4.3888
O 2.1645 2.2594 5.7499
O 1.4424 -3.7193 -4.5638
O -3.3192 2.4560 -0.8156
O 2.5547 -1.3843 -4.7350
O -5.0791 0.0944 -1.9680
O -3.3707 -1.8387 4.2269
O -2.1292 1.5194 -2.7643
C 1.2978 2.4706 0.0313
C 3.7314 -2.4366 1.5794
C 0.1452 1.9520 3.5032
C 1.0603 -4.2225 4.1513
C -2.9658 2.9483 0.4708
C 3.0279 5.2339 -3.8899
C -0.8595 0.9130 -2.6138
C 2.0984 -4.7992 5.1086
C -4.4548 -0.9105 4.2523
C -5.3484 -2.2755 -2.1619
C -0.9018 -1.7779 -4.8670
C -3.9311 0.4645 4.7174
C 4.4247 3.0712 2.6333
C 2.3530 -1.0004 -6.0769
C 2.9859 -0.4847 4.5859
C 2.1920 -0.9975 -1.9601
C -2.2784 -4.6012 -2.0505
C 4.3657 2.1647 -1.7283
C -4.4047 -1.1089 -2.4012
C -3.8821 4.8012 -3.2421
H 0.2491 2.2242 0.1677
H -3.2880 0.3492 5.5951
H -0.2216 1.4934 2.5853
H -0.1795 -4.7678 2.7908
H -4.4525 0.7053 -1.5671
H -6.3833 -1.9272 -2.2093
H 2.2182 -1.8289 -6.7753
H 0.3527 -3.5506 4.6520
H -0.3494 0.8368 -3.5717
H 1.7022 -0.1898 -2.5096
H 5.4069 1.9718 -1.9773
H -2.7084 4.0091 0.5092
H 1.7277 -5.7596 5.4807
H -0.9564 -0.0978 -2.2157
H -3.0221 -4.2098 -1.3601
H 3.9144 -1.0216 4.7880
H -3.8031 2.8232 1.1538
H -5.2262 -1.3542 4.8771
H 0.1714 1.1143 4.2031
H 2.2510 5.6725 -4.5173
H 1.5366 -0.2765 -6.1570
H -1.8387 -1.4642 -4.4043
H -3.4568 -1.2365 -1.8710
H 2.2880 -4.0772 5.8982
H -1.0502 -2.8171 -5.1754
H -4.9479 4.9492 -3.0579
H -0.4617 2.7703 3.8734
H 3.2179 -0.7540 -1.6872
H -4.8012 0.9986 5.1191
H -1.4923 -3.8544 -2.1032
H -0.2212 1.3647 -1.8563
H 2.7918 -1.9101 1.6936
H 2.5465 -0.2813 5.5664
H 3.9933 -3.0242 2.4510
H 3.0937 -5.4382 3.5290
H -3.6921 5.2373 -4.2262
H -0.8074 -1.2255 -5.8069
H 1.5976 -3.6243 3.4075
H -2.0989 2.4031 0.8474
H -2.6912 -1.5192 3.6176
H 1.6664 3.1791 0.7720
H 3.2378 -0.4701 -6.4365
H -4.8468 -0.7686 3.2390
H 3.9891 2.3349 1.9616
H -3.3044 5.4272 -2.5603
H 3.4348 6.0093 -3.2425
H 1.6388 -0.9192 -1.0139
H 5.4904 2.9336 2.8053
H -5.1338 -3.0786 -2.8634
H -4.8301 -2.0712 -0.2828
H 3.7764 1.8985 -2.6117
H -4.2498 -0.8764 -3.4598
H 4.0937 1.3947 -1.0002
H 4.2773 4.0658 2.2026
H 3.8262 4.9478 -4.5791
H 1.8979 1.5699 0.2048
H 2.3166 -1.1393 4.0243
H -2.4412 0.8643 3.5227
```

electronic energy: -8493.83020 a.u.
HOMO-LUMO gap: 0.35650 hartree
HOMO energy: -7.729 eV
net charge: -1

Record 4
Entry from the OMol25 dataset: the molecule C9H10N2O3 at a distorted geometry (ωB97M-V with the def2-TZVPD basis set).

Geometry as XYZ:
```
24
C9H10N2O3, DFT ωB97M-V with the def2-TZVPD basis set
O -3.5247 3.2727 -0.1048
O 2.5422 -2.7306 -1.0254
O -3.6556 1.4729 1.0563
N 0.9879 -0.7397 -0.0714
N -3.0185 2.2146 0.3152
C -1.0521 0.6276 0.1809
C 0.1974 -1.9512 1.9332
C -1.6986 1.8366 -0.2363
C 0.2969 2.5018 -1.4821
C 1.8049 -3.0355 0.1114
C 0.1760 0.2898 -0.4574
C -0.9682 2.7966 -0.9532
C 0.7653 1.1945 -1.3503
C 0.9461 -1.8545 0.6718
H 3.3719 -3.1709 -1.1389
H -1.5746 3.7609 -0.9543
H -1.6684 0.0977 0.8064
H 0.3570 -2.8482 2.4831
H 1.7965 0.8329 -1.6961
H -0.8485 -1.8237 1.8541
H 0.5417 -1.1277 2.5271
H 1.7285 -0.7598 -0.7691
H 0.7316 3.1408 -2.2200
H 1.7652 -3.9975 0.5198
```

electronic energy: -683.98497 a.u.
HOMO-LUMO gap (spin up / spin down): 0.23725 / 0.23722 hartree
HOMO energy (spin up / spin down): -7.119 / -7.119 eV
relative energy (zero: lowest compared OMol25 entry of this formula, charge and spin): 6.3776 eV
structure (SMILES): C/C(=C/O)Nc1cccc([N+](=O)[O-])c1

Record 5
Entry from the OMol25 dataset: a cluster of 2 separate species, FH3N2OS in total at a distorted geometry (ωB97M-V with the def2-TZVPD basis set).

Geometry as XYZ:
```
8
FH3N2OS, DFT ωB97M-V with the def2-TZVPD basis set
S -0.3471 1.1945 0.4086
F 0.9102 -2.7778 -0.9091
O 0.1057 2.3852 1.0428
N 0.5006 -0.0824 0.2816
N -1.7041 1.1004 -0.1859
H 1.1058 -1.9083 -0.6878
H -2.0253 0.1977 -0.3655
H 1.4542 -0.1093 0.4154
```

electronic energy: -684.50934 a.u.
HOMO-LUMO gap: 0.40374 hartree
HOMO energy: -11.164 eV
relative energy (zero: lowest compared OMol25 entry of this formula, charge and spin): 0.9330 eV
structure (SMILES): N=S(=N)=O.F

Record 6
Entry from the OMol25 dataset: the molecule C4H9NO2 at a distorted geometry (ωB97M-V with the def2-TZVPD basis set).

Geometry as XYZ:
```
16
C4H9NO2, DFT ωB97M-V with the def2-TZVPD basis set
O 2.8688 -0.0625 1.2225
O 0.8362 0.5153 1.9377
N 1.0434 -0.2361 -0.2704
C 1.5039 0.1883 0.9617
C -1.2050 -0.9639 0.3205
C -1.0835 1.0718 -1.1337
C -0.3709 -0.2892 -0.7537
H -0.4922 1.8424 -1.7341
H -1.1978 1.8077 -0.2752
H -0.3530 -0.9365 -1.6130
H -2.0548 0.8553 -1.6299
H 2.9572 -0.1872 2.1784
H -0.4405 -1.5285 0.9071
H 1.6543 -0.0557 -1.0512
H -1.8068 -0.2549 0.9878
H -1.8594 -1.7665 -0.0544
```

electronic energy: -363.04338 a.u.
HOMO-LUMO gap: 0.39620 hartree
HOMO energy: -9.980 eV
relative energy (zero: lowest compared OMol25 entry of this formula, charge and spin): 1.1470 eV
structure (SMILES): CC(C)NC(=O)O

Record 7
Entry from the OMol25 dataset: the molecule C5H6O2 at a distorted geometry (ωB97M-V with the def2-TZVPD basis set).

Geometry as XYZ:
```
13
C5H6O2, DFT ωB97M-V with the def2-TZVPD basis set
O 0.2237 0.5109 -2.8844
O -1.2116 0.7689 0.2959
C 0.1483 -1.2015 0.9752
C -0.2079 0.1329 1.4559
C -0.0724 0.8536 -0.5317
C 0.8185 0.0448 0.3882
C -0.3350 0.2034 -1.8580
H -0.6287 -1.8072 0.5109
H -0.7907 0.9122 1.8804
H 0.8911 -1.7627 1.5387
H -1.0780 -0.6237 -1.7883
H 1.8976 0.1402 0.4679
H 0.3168 1.8728 -0.6653
```

electronic energy: -344.43184 a.u.
HOMO-LUMO gap: 0.37276 hartree
HOMO energy: -9.522 eV
relative energy (zero: lowest compared OMol25 entry of this formula, charge and spin): 4.6280 eV
structure (SMILES): O=C[C@H]1O[C@H]2C[C@H]21

Record 8
Entry from the OMol25 dataset: a cluster of 2 separate species, C4H9O6P in total at a distorted geometry (ωB97M-V with the def2-TZVPD basis set).

Geometry as XYZ:
```
20
C4H9O6P, DFT ωB97M-V with the def2-TZVPD basis set
P 1.3430 -2.1608 -1.1609
O 1.2563 -1.8170 -2.6610
O 2.5700 -2.8643 -0.6840
O 1.7522 0.5333 -1.0846
O 0.0300 -3.0628 -0.7546
O -2.1064 1.4013 0.9909
O -1.9379 -0.8441 0.0769
C 1.4308 -0.5132 1.0816
C 1.0993 -0.5447 -0.3726
C -1.2995 -0.0386 -0.7054
C -1.2588 1.4676 -0.1268
H -0.2397 1.6689 -0.0834
H 1.4944 0.1087 -1.8901
H -0.7554 -2.5815 -0.9125
H 2.4443 -0.3755 1.3499
H -1.2185 0.0130 -1.8740
H 0.9357 0.2988 1.5130
H 1.2557 -1.6237 1.4209
H -2.2000 0.3038 0.9258
H -1.7017 2.0438 -0.9285
```

electronic energy: -950.58151 a.u.
HOMO-LUMO gap (spin up / spin down): 0.18621 / 0.18623 hartree
HOMO energy (spin up / spin down): 1.285 / 1.284 eV
relative energy (zero: lowest compared OMol25 entry of this formula, charge and spin): 3.3679 eV
net charge: -2